Entry 1:
C57H40Cl5N5O5P2S3Ti | ωB97M-V with the def2-TZVPD basis set

Results
- Spin multiplicity: 2
- Total energy: -214263.7017 eV
- Charge: -1
- LUMO energy (alpha / beta): 1.91 / 1.90 eV
- Energy relative to the best compared isomer or geometry (same formula, charge and spin): 17.9 kcal per mole

Each line ends with the Mulliken spin population.
Geometry (Å):
1 Ti -0.15411 0.50041 0.45411  -0.02
2 Cl -1.63308 -4.63915 -1.19648  0.00
3 C -1.54814 -3.19459 -2.15486  0.00
4 C -1.71661 -1.91116 -1.61354  0.00
5 C -1.46919 -0.85150 -2.49828  0.00
6 Cl -1.46848 0.80460 -1.97231  0.00
7 C -1.18631 -1.03527 -3.84858  0.00
8 Cl -0.93469 0.30995 -4.88742  0.00
9 C -1.10078 -2.32180 -4.36303  0.00
10 Cl -0.75750 -2.57446 -6.03233  0.00
11 C -1.26216 -3.39961 -3.50193  0.00
12 Cl -1.05481 -4.99607 -4.12067  0.00
13 O -0.23631 1.94763 1.52715  -0.01
14 C -0.71920 2.42784 2.67793  0.00
15 C 0.20617 2.93831 3.58466  0.06
16 C -0.19405 3.32993 4.85007  0.00
17 C -1.52557 3.21682 5.22310  0.00
18 C -2.45455 2.76102 4.30231  0.00
19 C -2.08579 2.38550 3.01075  0.00
20 C -3.11223 2.05168 2.02070  0.00
21 N -3.03939 2.28738 0.72742  0.00
22 C -4.25843 1.94059 0.21077  0.00
23 C -5.07775 1.48981 1.19978  0.00
24 N -4.34272 1.57602 2.35386  0.00
25 H 1.24257 2.98498 3.28040  -0.04
26 H 0.54070 3.70877 5.54733  0.00
27 H -1.84484 3.50379 6.21576  0.00
28 H -3.49989 2.73779 4.58286  0.00
29 H -4.46134 1.99033 -0.84313  0.00
30 H -6.06866 1.07866 1.18031  0.00
31 H -4.63384 1.26633 3.26380  0.00
32 O 0.91685 -0.31054 2.03948  0.12
33 P 2.25055 -0.90120 2.46799  -0.13
34 C 3.19527 -1.51199 1.02289  0.09
35 P 2.11353 -2.36756 -0.14979  0.00
36 O 0.86774 -1.57624 -0.37264  -0.02
37 C 1.81700 -4.02875 0.49116  0.01
38 C 2.49328 -5.14821 0.01576  0.00
39 C 2.23043 -6.39880 0.55570  0.00
40 C 1.29313 -6.53800 1.56864  0.00
41 C 0.61064 -5.42751 2.04402  -0.01
42 C 0.87079 -4.18205 1.50300  0.01
43 C 3.04053 -2.60656 -1.67461  -0.01
44 C 4.41989 -2.79666 -1.71682  0.00
45 C 5.04796 -3.03306 -2.92890  0.00
46 C 4.29883 -3.09660 -4.09693  0.00
47 C 2.92334 -2.91176 -4.05871  0.00
48 C 2.29749 -2.65976 -2.84853  0.00
49 C 1.96499 -2.26446 3.55290  -0.12
50 C 0.79675 -2.27934 4.33521  0.19
51 C 0.61935 -3.24321 5.30915  -0.06
52 C 1.58731 -4.21283 5.53794  0.10
53 C 2.76039 -4.18629 4.78659  -0.05
54 C 2.95725 -3.22507 3.82090  0.12
55 C 3.29387 0.21909 3.30961  -0.14
56 C 4.70408 0.25933 3.12219  0.30
57 C 5.50454 0.98057 3.98158  -0.11
58 C 4.96570 1.67242 5.06774  0.31
59 C 3.58067 1.59838 5.29221  -0.14
60 C 2.76382 0.89059 4.44997  0.26
61 H 4.00791 -2.16085 1.35126  0.00
62 H 3.61091 -0.64141 0.50546  0.01
63 H 3.20929 -5.05651 -0.79024  0.00
64 H 2.75229 -7.26680 0.17485  0.00
65 H 1.09187 -7.51494 1.98731  0.00
66 H -0.11416 -5.52454 2.84056  0.01
67 H 0.35937 -3.31379 1.89112  -0.03
68 H 5.00865 -2.74578 -0.80931  0.00
69 H 6.12069 -3.16836 -2.96322  0.00
70 H 4.79151 -3.28938 -5.04114  0.00
71 H 2.33715 -2.95378 -4.96648  0.00
72 H 1.23233 -2.48292 -2.80240  0.00
73 H 0.02074 -1.54992 4.13953  0.04
74 H -0.29595 -3.24957 5.88671  0.00
75 H 1.43662 -4.97234 6.29157  0.02
76 H 3.52877 -4.92760 4.96171  0.00
77 H 3.88628 -3.21997 3.26712  0.04
78 H 5.16393 -0.24630 2.28335  0.06
79 H 6.57192 1.01576 3.79923  0.00
80 H 5.60250 2.23928 5.73134  0.04
81 H 3.14534 2.11241 6.13981  0.00
82 H 1.69964 0.84294 4.64754  0.09
83 N -2.22055 -2.61530 0.82876  0.00
84 C -2.30858 -1.61315 -0.18505  0.00
85 O -1.55754 -0.55285 0.40804  0.00
86 C -3.76287 -1.33699 -0.43415  0.00
87 C -4.25496 -0.67601 -1.55843  0.00
88 N -4.67525 -0.13099 -2.49306  0.00
89 C -4.72148 -1.93388 0.39868  0.00
90 N -5.51257 -2.42799 1.08675  0.00
91 H -1.25429 -2.83545 1.01422  0.00
92 H -2.74881 -3.44879 0.62451  0.00
93 O 1.14497 1.16572 -0.61328  -0.01
94 C 1.69189 2.38962 -1.05308  0.00
95 C 0.66303 3.23233 -1.78713  0.00
96 C -0.53334 3.69001 -1.32207  0.00
97 C -1.25639 4.42278 -2.29584  0.00
98 C -0.58406 4.52311 -3.47536  0.00
99 S 0.92286 3.72457 -3.41620  0.00
100 C 2.27905 3.15125 0.11709  0.03
101 C 3.09796 2.63783 1.07398  0.02
102 C 3.53252 3.60220 2.01612  -0.01
103 C 3.03943 4.84120 1.73735  0.01
104 S 2.03303 4.83449 0.35192  0.00
105 C 2.80927 2.02036 -2.00499  0.00
106 C 3.93677 2.71658 -2.32397  0.00
107 C 4.71101 2.06498 -3.31711  0.00
108 C 4.14930 0.89072 -3.72104  0.00
109 S 2.68356 0.56990 -2.90344  0.00
110 H -0.91272 3.48847 -0.33236  0.00
111 H -2.23343 4.84316 -2.11986  0.00
112 H -0.89674 5.01878 -4.37651  0.00
113 H 3.37268 1.59708 1.11302  -0.03
114 H 4.16165 3.37173 2.86294  0.00
115 H 3.19594 5.75398 2.28365  0.00
116 H 4.20200 3.65223 -1.85677  0.00
117 H 5.64499 2.44622 -3.69948  0.00
118 H 4.52917 0.18876 -4.44138  0.00

Atoms 1-6, force components in eV/Å:
1.4 -0.9 1.5
0.0 -0.1 0.0
0.0 0.1 0.2
0.2 0.1 0.0
0.0 0.0 0.2
-0.3 0.1 -0.2

Entry 2:
C57H46CoN2P3Si | ωB97M-V with the def2-TZVPD basis set

Results
- Spin multiplicity: 5
- Total energy: -136195.6535 eV
- Charge: +2
- LUMO energy (alpha / beta): -4.41 / -7.47 eV

Each line ends with the Mulliken spin population.
Geometry (Å):
1 Co 0.88813 0.14791 1.05594  2.46
2 C -3.37729 4.72438 2.10976  0.01
3 C -2.35155 5.17972 1.29717  0.00
4 C -1.48817 4.27687 0.69065  0.00
5 C -1.64510 2.91294 0.91170  0.03
6 C -2.66874 2.45967 1.74454  -0.01
7 C -3.53597 3.36212 2.33195  0.00
8 P -0.61157 1.65983 0.08676  0.12
9 C 0.21737 2.58081 -1.24781  -0.05
10 C 1.41303 3.22027 -0.91789  0.02
11 C 2.08810 3.97854 -1.86019  0.01
12 C 1.58072 4.09363 -3.14764  0.00
13 C 0.39990 3.45154 -3.48780  0.01
14 C -0.27910 2.69664 -2.54293  0.01
15 C -1.91015 0.61770 -0.69089  -0.05
16 C -3.00231 1.23426 -1.30279  -0.01
17 C -4.05693 0.47827 -1.78284  0.04
18 C -4.05464 -0.90093 -1.61048  0.00
19 C -2.97738 -1.51754 -1.00031  0.01
20 C -1.87634 -0.78494 -0.54414  0.00
21 Si -0.36390 -1.63939 0.22968  0.44
22 C -0.82705 -2.62257 1.77965  0.05
23 C -1.49273 -3.85102 1.72456  -0.02
24 C -1.72044 -4.60329 2.86504  0.00
25 C -1.27846 -4.14432 4.09947  0.00
26 C -0.63288 -2.92438 4.18669  -0.01
27 C -0.41518 -2.15852 3.04133  -0.02
28 P 0.35326 -0.50966 3.21745  0.06
29 C -0.86437 0.51267 4.08554  -0.02
30 C -2.11478 0.04657 4.47400  0.00
31 C -2.98016 0.88452 5.16524  0.00
32 C -2.60171 2.18245 5.46961  0.00
33 C -1.36067 2.65948 5.06546  0.01
34 C -0.50103 1.83123 4.36786  0.03
35 C 1.71294 -0.76518 4.39351  -0.03
36 C 2.80923 -1.49505 3.92965  0.02
37 C 3.88247 -1.74825 4.76416  0.00
38 C 3.87395 -1.26601 6.06746  0.00
39 C 2.78936 -0.54022 6.53227  0.00
40 C 1.70724 -0.28738 5.69922  0.00
41 C 0.28977 -2.86389 -1.07114  -0.02
42 C 0.77122 -4.12210 -0.69531  0.01
43 C 1.36248 -4.97960 -1.61106  -0.01
44 C 1.51066 -4.59876 -2.93792  0.02
45 C 1.07994 -3.34638 -3.33749  0.04
46 C 0.46779 -2.49771 -2.41170  0.18
47 P 0.00215 -0.86339 -3.01414  -0.03
48 C -1.32409 -0.92043 -4.18551  0.15
49 C -2.06122 -2.09180 -4.38355  0.05
50 C -3.09765 -2.10021 -5.29842  -0.02
51 C -3.42614 -0.94058 -5.99024  0.07
52 C -2.71296 0.23407 -5.77824  -0.03
53 C -1.66743 0.24984 -4.87546  0.04
54 C 1.44325 -0.10800 -3.76481  0.16
55 C 1.60326 -0.04611 -5.15086  0.04
56 C 2.76544 0.49155 -5.67942  -0.01
57 C 3.75644 0.97699 -4.83752  0.03
58 C 3.59411 0.92412 -3.45852  -0.01
59 C 2.43746 0.39104 -2.92016  -0.02
60 H -4.05668 5.42889 2.56818  0.00
61 H -2.22982 6.23885 1.11989  0.00
62 H -0.70442 4.64334 0.04238  0.00
63 H -2.79870 1.39907 1.92240  0.00
64 H -4.33731 3.00419 2.96335  0.00
65 H 1.80353 3.13822 0.09095  0.00
66 H 3.00363 4.48611 -1.59119  0.00
67 H 2.10627 4.68558 -3.88312  0.00
68 H 0.00474 3.54569 -4.48983  0.00
69 H -1.21061 2.21515 -2.80791  -0.02
70 H -3.04309 2.31437 -1.37393  0.00
71 H -4.89513 0.96403 -2.26328  0.00
72 H -4.89833 -1.48718 -1.94604  0.00
73 H -2.99175 -2.59228 -0.86882  0.00
74 H -1.83168 -4.23547 0.76984  0.00
75 H -2.22807 -5.55502 2.79306  0.00
76 H -1.44180 -4.73520 4.98998  0.00
77 H -0.29628 -2.56188 5.15029  0.00
78 H -2.41640 -0.96924 4.25147  0.00
79 H -3.94579 0.51231 5.47819  0.00
80 H -3.27448 2.82625 6.01808  0.00
81 H -1.06894 3.67561 5.28929  0.00
82 H 0.46889 2.20240 4.05589  -0.02
83 H 2.81148 -1.87623 2.91335  0.00
84 H 4.72434 -2.32349 4.40534  0.00
85 H 4.71480 -1.45825 6.71879  0.00
86 H 2.77776 -0.17477 7.54912  0.00
87 H 0.86203 0.27310 6.07168  0.00
88 H 0.68265 -4.43681 0.33622  0.00
89 H 1.71732 -5.94730 -1.28720  0.00
90 H 1.96739 -5.26640 -3.65477  0.00
91 H 1.21466 -3.03227 -4.36519  0.00
92 H -1.80706 -2.99326 -3.84165  0.00
93 H -3.65043 -3.01197 -5.47284  0.00
94 H -4.24314 -0.95122 -6.69751  0.00
95 H -2.97231 1.13236 -6.31926  0.00
96 H -1.10370 1.16042 -4.71606  0.02
97 H 0.83812 -0.43262 -5.81189  0.00
98 H 2.89622 0.52708 -6.75196  0.00
99 H 4.65613 1.40271 -5.25932  0.00
100 H 4.36134 1.31626 -2.80690  0.00
101 H 2.29708 0.37446 -1.84584  0.18
102 N 4.73183 -0.73284 -0.17048  0.00
103 C 5.06515 0.43192 0.47472  0.00
104 C 3.89771 0.93957 0.94478  0.05
105 N 2.86264 0.10017 0.59235  -0.11
106 C 3.40530 -0.89990 -0.07720  0.10
107 H 5.37123 -1.36348 -0.62821  0.00
108 H 6.07534 0.78335 0.54511  0.00
109 H 3.73407 1.83201 1.51911  0.02
110 H 2.87263 -1.73840 -0.49257  -0.02

Atoms 1-6, force components in eV/Å:
0.3 0.0 -0.1
0.0 0.0 0.0
0.0 0.0 0.0
0.0 0.0 0.0
0.0 0.0 0.0
0.0 0.0 0.0

> total energy of number 1 (C57H40Cl5N5O5P2S3Ti)?

-214263.7017 eV

> The lowest charge belongs to which entry?

C57H40Cl5N5O5P2S3Ti

> Look up the charge of the second one.

+2